Record 1
Density functional theory data (ωB97M-V/def2-TZVPD) for a molecular structure, C55H47GeP2RuSeSi.

```
! RIJCOSX wB97M-V def2-TZVPD def2/J DEFGRID3
* xyz 2 6
Ru 0.409 0.211 0.086
C -1.789 -3.593 -2.414
Si -1.245 -2.369 -1.147
C -2.761 -1.206 -0.691
C -3.866 -1.968 -0.403
C -5.134 -1.440 -0.225
C -5.352 -0.105 -0.464
C -4.243 0.756 -0.671
C -2.952 0.200 -0.779
P -1.599 1.268 -0.668
C -2.055 2.981 -1.048
C -2.361 3.270 -2.377
C -2.848 4.548 -2.726
C -3.075 5.481 -1.717
C -2.638 5.238 -0.421
C -2.122 3.952 -0.108
C 1.571 1.914 0.000
C 1.655 2.758 1.163
C 1.673 4.114 0.995
C 1.666 4.711 -0.256
C 1.570 3.896 -1.366
C 1.557 2.507 -1.291
C -0.742 -3.241 0.453
C -0.979 -4.615 0.445
C -1.245 -5.388 1.567
C -1.060 -4.808 2.830
C -0.762 -3.447 2.885
C -0.650 -2.692 1.739
P -0.455 -0.889 2.032
C -2.045 -0.209 2.482
C -3.081 -1.080 2.795
C -4.336 -0.574 3.127
C -4.529 0.792 3.256
C -3.500 1.679 2.973
C -2.268 1.168 2.513
C 0.485 -0.569 3.563
C 0.245 0.539 4.414
C 1.066 0.784 5.518
C 2.137 -0.082 5.784
C 2.418 -1.102 4.889
C 1.623 -1.299 3.759
H -2.706 -4.120 -2.173
H -1.007 -4.336 -2.580
H -1.995 -3.068 -3.343
H -3.732 -3.029 -0.241
H -6.005 -2.082 0.016
H -6.324 0.349 -0.327
H -4.375 1.832 -0.772
H -2.232 2.512 -3.160
H -3.242 4.682 -3.711
H -3.625 6.391 -2.068
H -2.787 5.911 0.451
H -1.801 3.784 0.875
H 1.653 2.237 2.129
H 1.709 4.728 1.879
H 1.765 5.774 -0.401
H 1.535 4.295 -2.348
H 1.489 1.889 -2.146
H -1.072 -5.036 -0.557
H -1.519 -6.403 1.408
H -1.135 -5.418 3.754
H -0.667 -2.962 3.872
H -2.924 -2.164 2.765
H -5.174 -1.312 3.271
H -5.514 1.143 3.598
H -3.648 2.737 2.921
H -1.512 1.821 2.204
H -0.650 1.093 4.285
H 0.841 1.595 6.159
H 2.715 -0.016 6.713
H 3.228 -1.792 5.086
H 1.934 -2.108 3.106
Se 0.566 -1.291 -2.114
C -0.195 -0.159 -3.509
C 0.836 0.599 -4.099
C 0.614 1.338 -5.231
C -0.643 1.336 -5.818
C -1.672 0.660 -5.171
C -1.486 -0.055 -3.997
H 1.889 0.509 -3.765
H 1.400 1.942 -5.615
H -0.828 1.831 -6.791
H -2.616 0.690 -5.643
H -2.269 -0.608 -3.503
Ge 2.965 0.106 0.308
C 3.112 -1.873 0.678
C 2.841 -2.998 -0.092
C 3.415 -4.208 0.172
C 4.429 -4.360 1.097
C 4.712 -3.247 1.875
C 4.060 -2.025 1.672
C 4.030 0.490 -1.192
C 4.542 1.753 -1.459
C 5.209 1.939 -2.634
C 5.392 0.885 -3.552
C 4.990 -0.401 -3.214
C 4.290 -0.590 -2.063
H 3.555 0.763 1.562
H 2.208 -3.020 -0.917
H 3.165 -5.042 -0.476
H 5.011 -5.315 1.152
H 5.496 -3.296 2.665
H 4.368 -1.219 2.347
H 4.420 2.602 -0.740
H 5.502 2.948 -2.926
H 5.964 1.085 -4.424
H 5.170 -1.209 -3.896
H 3.952 -1.575 -1.850
*
```

Calculated values
Electronic energy = -208680.95942 eV
Expectation value of S² = 8.80
Gap between HOMO and LUMO (alpha / beta) = 7.73 / 5.97 eV
LUMO (alpha / beta) = -4.62 / -7.59 eV
Energy above the lowest of the compared OMol25 structures with the same formula, charge and spin = 0.00 kcal per mole

---

Record 2
Density functional theory data (ωB97M-V/def2-TZVPD) for a molecular structure, C32H50ClGeN3O2PbSSi4.

```
! RIJCOSX wB97M-V def2-TZVPD def2/J DEFGRID3
* xyz 1 2
Pb 1.816 -0.983 1.548
C -2.510 -4.748 3.376
Si -1.500 -4.532 4.914
C -0.714 -6.164 5.177
C -2.741 -4.042 6.230
C -0.127 -3.180 4.860
C 0.607 -3.021 6.020
C 1.715 -2.183 6.079
C 2.116 -1.501 4.971
N 1.418 -1.643 3.836
C 0.351 -2.444 3.737
S -0.397 -2.524 2.161
H -3.270 -5.539 3.568
H -1.902 -5.000 2.491
H -3.094 -3.841 3.195
H -1.461 -6.983 5.208
H -0.229 -6.190 6.187
H -0.030 -6.384 4.378
H -3.508 -4.834 6.339
H -3.235 -3.151 5.775
H -2.258 -3.756 7.188
H 0.304 -3.575 6.873
H 2.224 -1.975 7.008
H 2.925 -0.808 4.922
Cl 3.565 0.768 1.700
O 0.350 1.159 3.512
C 0.027 1.533 2.414
N -0.641 2.670 2.107
C -0.885 2.705 0.654
C -0.080 1.481 0.228
O 0.126 1.233 -0.993
N 0.331 0.801 1.254
C -2.371 2.479 0.450
C -2.853 1.157 0.473
C -4.202 0.890 0.506
C -5.069 1.952 0.610
C -4.614 3.251 0.620
C -3.261 3.531 0.516
C -0.307 3.903 -0.057
C -0.796 4.336 -1.277
C -0.304 5.507 -1.856
C 0.687 6.232 -1.220
C 1.222 5.729 -0.047
C 0.713 4.591 0.545
H -1.169 3.177 2.794
H -2.187 0.295 0.511
H -4.547 -0.136 0.524
H -6.137 1.787 0.713
H -5.318 4.071 0.664
H -2.958 4.534 0.560
H -1.616 3.788 -1.761
H -0.735 5.781 -2.802
H 1.136 7.122 -1.670
H 2.040 6.269 0.436
H 1.166 4.251 1.461
C 1.254 -3.322 -1.187
Si 2.247 -1.883 -1.807
C 2.395 -2.149 -3.644
C 3.996 -1.781 -1.120
Ge 0.991 0.221 -2.317
Si 2.536 1.817 -3.267
C 1.425 3.237 -3.870
C 3.833 2.247 -2.043
C 3.370 0.971 -4.737
Si -0.889 -0.324 -3.624
C -1.483 -2.074 -3.690
C -0.527 0.315 -5.298
C -2.336 0.690 -3.141
H 1.542 -4.307 -1.581
H 0.217 -3.160 -1.546
H 1.186 -3.488 -0.091
H 3.396 -1.868 -3.998
H 1.635 -1.608 -4.200
H 2.224 -3.163 -3.958
H 4.635 -2.577 -1.473
H 4.015 -1.776 -0.017
H 4.420 -0.808 -1.394
H 1.360 3.968 -3.094
H 0.429 2.825 -4.022
H 1.848 3.679 -4.773
H 3.420 2.352 -1.030
H 4.270 3.222 -2.292
H 4.596 1.467 -1.987
H 2.628 0.548 -5.421
H 4.036 0.196 -4.412
H 3.995 1.717 -5.253
H -0.843 -2.819 -4.077
H -2.373 -1.944 -4.315
H -1.886 -2.416 -2.690
H -0.011 -0.335 -5.991
H 0.016 1.270 -5.268
H -1.506 0.471 -5.782
H -2.811 0.370 -2.180
H -3.033 0.648 -3.946
H -2.027 1.721 -3.073
*
```

Calculated values
Electronic energy = -159192.33688 eV
Expectation value of S² = 0.76
Gap between HOMO and LUMO (alpha / beta) = 8.60 / 5.39 eV
LUMO (alpha / beta) = -2.45 / -5.73 eV
Energy above the lowest of the compared OMol25 structures with the same formula, charge and spin = 2.85 kcal per mole

---

Record 3
Density functional theory data (ωB97M-V/def2-TZVPD) for a gas-phase ion, C9H16NO2 (charge +1).

```
! RIJCOSX wB97M-V def2-TZVPD def2/J DEFGRID3
* xyz 1 1
C 3.046 1.176 -0.765
O 2.578 0.359 0.284
C 1.400 -0.356 0.078
C 1.112 -1.569 0.750
C 0.074 -2.452 0.048
C -1.315 -2.029 0.277
C -1.746 -0.763 -0.505
N -1.260 0.449 0.009
C -0.051 0.805 0.290
O 0.205 2.030 0.593
C -1.097 2.700 0.621
C -2.041 1.705 -0.149
H 2.293 0.889 -1.624
H 4.059 0.795 -1.111
H 3.030 2.247 -0.501
H 1.345 -0.528 -1.090
H 0.743 -1.515 1.891
H 2.111 -2.039 0.901
H 0.202 -3.416 0.525
H 0.321 -2.662 -1.024
H -2.020 -2.891 0.000
H -1.445 -1.854 1.326
H -1.387 -0.927 -1.445
H -2.870 -0.616 -0.345
H -0.997 3.688 0.149
H -1.208 3.066 1.709
H -3.047 1.659 0.316
H -2.036 2.050 -1.208
*
```

Calculated values
Electronic energy = -15168.25117 eV
Gap between HOMO and LUMO = 10.92 eV
LUMO = -2.91 eV
Energy above the lowest of the compared OMol25 structures with the same formula, charge and spin = 82.90 kcal per mole

---

- electronic energy of number 2 (C32H50ClGeN3O2PbSSi4)?
  -159192.33688 eV